(1)
The following is a quantum chemistry calculation of a cluster of 5 separate species, C3H15NO5S in total in a non-equilibrium geometry, from the OMol25 dataset.

CARTESIAN COORDINATES (ANGSTROEM)
O (-0.10, -0.34, -1.94)
C (0.46, -0.34, -0.84)
N (0.19, 0.63, 0.04)
C (0.88, 0.73, 1.33)
C (2.17, 1.52, 1.17)
S (3.11, 1.65, 2.72)
H (1.18, -1.11, -0.56)
H (-0.47, 1.36, -0.18)
H (1.04, -0.28, 1.71)
H (0.19, 1.19, 2.04)
H (2.00, 2.49, 0.69)
H (2.84, 1.02, 0.45)
H (2.39, 2.62, 3.35)
H (-4.09, -1.05, 0.62)
H (-3.13, -0.87, -0.61)
O (-3.50, -1.53, 0.04)
H (-1.64, -3.57, 1.44)
H (-2.14, -2.24, 0.89)
O (-1.37, -2.66, 1.34)
H (-3.11, 0.43, -2.47)
H (-1.73, 0.23, -1.81)
O (-2.67, 0.47, -1.62)
H (1.85, 0.27, -2.84)
H (3.02, -0.69, -2.68)
O (2.61, 0.08, -2.27)

The value obtained for the HOMO energy is -9.324 eV. As for the SMILES: O=CNCCS.O.O.O.O. As for the HOMO-LUMO gap: 9.976 eV.

=====

(2)
The following is a quantum chemistry calculation of the molecule C21H28N2O3, from the OMol25 dataset.

CARTESIAN COORDINATES (ANGSTROEM)
C (-3.72, -0.20, -2.15)
H (-2.66, -0.07, -1.96)
C (-4.42, 1.15, -2.24)
H (-4.01, 1.72, -3.08)
H (-5.49, 1.00, -2.43)
C (-4.26, 1.96, -0.96)
N (-2.88, 2.31, -0.70)
C (-2.22, 1.94, 0.41)
O (-2.74, 1.31, 1.31)
C (-0.77, 2.42, 0.44)
C (-0.01, 1.80, 1.63)
N (1.10, 0.99, 1.18)
C (2.35, 1.45, 0.95)
C (3.08, 0.44, 0.34)
C (2.20, -0.66, 0.18)
C (0.99, -0.30, 0.71)
C (-0.23, -1.10, 0.77)
C (-0.93, -1.30, 1.96)
C (-2.08, -2.06, 1.98)
C (-2.57, -2.65, 0.83)
C (-1.86, -2.48, -0.35)
C (-0.71, -1.71, -0.38)
H (-0.17, -1.58, -1.31)
H (-2.22, -2.94, -1.26)
C (-3.84, -3.45, 0.87)
H (-3.73, -4.30, 1.54)
H (-4.09, -3.83, -0.12)
H (-4.66, -2.84, 1.23)
H (-2.61, -2.19, 2.91)
H (-0.55, -0.88, 2.88)
H (2.46, -1.61, -0.24)
C (4.47, 0.50, -0.06)
O (5.22, 1.45, 0.09)
O (4.87, -0.65, -0.65)
C (6.22, -0.73, -1.08)
C (6.69, -2.17, -0.95)
H (6.06, -2.82, -1.54)
H (7.72, -2.25, -1.30)
H (6.64, -2.48, 0.09)
H (6.83, -0.05, -0.48)
H (6.27, -0.40, -2.13)
C (2.78, 2.82, 1.31)
H (3.82, 2.94, 1.02)
H (2.70, 2.99, 2.39)
H (2.18, 3.58, 0.80)
H (0.38, 2.57, 2.29)
H (-0.72, 1.18, 2.18)
H (-0.29, 2.15, -0.49)
H (-0.79, 3.51, 0.51)
H (-2.39, 2.81, -1.43)
H (-4.60, 1.38, -0.10)
H (-4.86, 2.88, -1.02)
H (-3.85, -0.76, -3.07)
H (-4.13, -0.78, -1.32)

The value obtained for the HOMO energy is -7.735 eV. As for the SMILES: CCCNC(=O)CCn1c(-c2ccc(C)cc2)cc(C(=O)OCC)c1C. As for the HOMO-LUMO gap: 8.407 eV.

=====

(3)
The following is a quantum chemistry calculation of a cluster of 3 separate species, C14H32BrO8PS in total in a non-equilibrium geometry, from the OMol25 dataset.

CARTESIAN COORDINATES (ANGSTROEM)
C (0.39, 3.72, 2.07)
O (-0.58, 2.91, 1.38)
C (-0.05, 1.64, 0.96)
Br (-0.16, 0.24, 2.41)
C (1.35, 1.70, 0.21)
C (2.66, 1.55, 1.09)
O (3.76, 0.83, 0.43)
C (3.39, -0.52, 0.17)
C (3.40, -1.71, 1.23)
O (3.07, -0.81, -1.01)
C (-1.12, 1.11, -0.16)
O (-2.40, 1.71, 0.17)
C (-3.50, 0.80, -0.06)
P (-4.04, 0.15, 1.66)
O (-5.74, 0.00, 1.63)
O (-3.32, -1.39, 1.86)
S (-3.55, 1.38, 3.11)
H (1.20, 4.15, 1.38)
H (0.86, 3.22, 2.98)
H (-0.18, 4.64, 2.47)
H (1.28, 0.96, -0.67)
H (1.41, 2.73, -0.30)
H (3.08, 2.61, 1.26)
H (2.54, 1.10, 2.13)
H (2.65, -2.49, 0.84)
H (3.15, -1.41, 2.30)
H (4.44, -2.21, 1.15)
H (-1.13, -0.02, -0.20)
H (-0.79, 1.59, -1.15)
H (-4.36, 1.43, -0.50)
H (-3.21, -0.08, -0.75)
H (-5.98, -0.39, 2.50)
H (-2.83, -1.65, 1.05)
C (6.22, 1.93, -2.54)
C (7.58, 1.60, -1.94)
C (7.75, 0.10, -1.77)
O (7.70, 2.24, -0.67)
H (5.41, 1.59, -1.89)
H (6.10, 3.02, -2.64)
H (6.10, 1.47, -3.52)
H (8.37, 2.00, -2.58)
H (7.00, -0.31, -1.10)
H (8.73, -0.13, -1.33)
H (7.68, -0.42, -2.73)
H (7.00, 1.89, -0.09)
C (-7.12, -2.47, -1.43)
C (-6.33, -3.71, -1.03)
C (-7.17, -4.66, -0.19)
O (-5.17, -3.32, -0.30)
H (-7.44, -1.92, -0.54)
H (-6.50, -1.80, -2.02)
H (-8.01, -2.74, -2.01)
H (-5.98, -4.23, -1.93)
H (-7.49, -4.18, 0.74)
H (-6.59, -5.54, 0.09)
H (-8.06, -4.99, -0.73)
H (-5.47, -2.87, 0.50)

The value obtained for the HOMO energy is -8.576 eV. As for the SMILES: CO[C@](Br)(CCOC(C)=O)COCP(O)(O)=S.CC(C)O.CC(C)O. As for the HOMO-LUMO gap: 8.858 eV.

=====

(4)
The following is a quantum chemistry calculation of a structure of composition C41H55As3Cl3MnO3STe, from the OMol25 dataset.

CARTESIAN COORDINATES (ANGSTROEM)
Mn (-0.60, 0.77, 0.42)
C (2.04, -2.13, 1.25)
As (1.07, -0.63, 2.03)
C (2.46, 0.14, 3.16)
C (0.05, -1.75, 3.30)
C (-1.06, -1.14, 4.17)
C (-0.64, 0.24, 4.69)
C (-2.40, -1.05, 3.41)
As (-2.65, 0.43, 2.15)
C (-4.31, -0.21, 1.36)
C (-3.34, 1.84, 3.31)
C (-1.27, -2.03, 5.42)
As (-1.96, -3.89, 5.45)
C (-3.83, -3.68, 4.88)
C (-1.30, -4.72, 3.80)
H (2.50, -2.74, 2.04)
H (2.79, -1.72, 0.58)
H (1.34, -2.73, 0.68)
H (2.75, -0.56, 3.94)
H (2.11, 1.08, 3.58)
H (3.31, 0.35, 2.51)
H (0.80, -2.21, 3.95)
H (-0.36, -2.54, 2.68)
H (-0.46, 0.94, 3.87)
H (0.28, 0.17, 5.27)
H (-1.42, 0.67, 5.33)
H (-3.22, -1.00, 4.13)
H (-2.54, -1.95, 2.81)
H (-5.04, -0.47, 2.13)
H (-4.08, -1.09, 0.76)
H (-4.72, 0.56, 0.72)
H (-3.93, 1.43, 4.13)
H (-3.98, 2.49, 2.70)
H (-2.52, 2.44, 3.69)
H (-1.95, -1.52, 6.11)
H (-0.31, -2.11, 5.95)
H (-4.34, -2.96, 5.54)
H (-4.32, -4.64, 5.00)
H (-3.93, -3.36, 3.85)
H (-0.21, -4.69, 3.78)
H (-1.69, -4.25, 2.91)
H (-1.61, -5.77, 3.82)
Cl (-1.29, -4.40, -4.99)
C (-1.26, -3.43, -3.54)
C (-1.94, -3.87, -2.40)
C (-1.92, -3.12, -1.26)
Cl (-2.79, -3.67, 0.14)
C (-1.23, -1.86, -1.16)
O (-1.26, -1.21, -0.07)
C (-0.55, -1.46, -2.34)
C (0.21, -0.23, -2.41)
O (0.36, 0.62, -1.54)
C (-0.57, -2.24, -3.50)
H (-2.48, -4.81, -2.43)
H (0.70, -0.04, -3.39)
H (-0.03, -1.90, -4.38)
C (10.10, 0.44, -1.41)
C (8.60, 0.48, -1.37)
C (7.84, 0.48, -2.54)
C (6.45, 0.52, -2.52)
C (5.72, 0.51, -3.83)
C (5.76, 0.55, -1.29)
Te (3.63, 0.58, -1.24)
C (6.52, 0.56, -0.11)
C (5.86, 0.61, 1.24)
C (7.91, 0.52, -0.17)
H (10.47, 0.45, -2.44)
H (10.49, -0.47, -0.93)
H (10.54, 1.29, -0.89)
H (8.35, 0.45, -3.50)
H (6.42, 0.50, -4.67)
H (5.07, 1.38, -3.92)
H (5.06, -0.36, -3.90)
H (5.15, 1.43, 1.29)
H (6.60, 0.72, 2.03)
H (5.29, -0.31, 1.42)
H (8.47, 0.53, 0.76)
Cl (-0.05, 2.93, 1.38)
O (-2.17, 1.74, -0.85)
S (-2.99, 2.98, -1.01)
C (-1.88, 4.35, -1.44)
C (-0.98, 4.13, -2.62)
C (-1.38, 4.50, -3.90)
C (-0.55, 4.26, -4.99)
C (0.67, 3.63, -4.80)
C (1.08, 3.27, -3.52)
C (0.26, 3.52, -2.43)
C (-3.82, 2.72, -2.60)
C (-4.69, 1.50, -2.46)
C (-6.02, 1.60, -2.06)
C (-6.78, 0.47, -1.87)
C (-6.23, -0.79, -2.07)
C (-4.90, -0.90, -2.46)
C (-4.14, 0.23, -2.66)
H (-1.31, 4.48, -0.52)
H (-2.54, 5.21, -1.57)
H (-2.33, 5.00, -4.05)
H (-0.86, 4.56, -5.98)
H (1.31, 3.43, -5.65)
H (2.03, 2.77, -3.35)
H (0.58, 3.24, -1.44)
H (-3.05, 2.59, -3.36)
H (-4.40, 3.62, -2.81)
H (-6.45, 2.59, -1.90)
H (-7.82, 0.56, -1.55)
H (-6.83, -1.68, -1.91)
H (-4.46, -1.88, -2.61)
H (-3.10, 0.15, -2.95)

The value obtained for the HOMO energy (spin up / spin down) is -3.192 / -3.190 eV. As for the charge: -1. The spin multiplicity is 6. As for the HOMO-LUMO gap (spin up / spin down): 5.070 / 5.064 eV.

=====

(5)
The following is a quantum chemistry calculation of a structure of composition C4H6N in a non-equilibrium geometry, from the OMol25 dataset.

CARTESIAN COORDINATES (ANGSTROEM)
C (-0.56, -1.28, -0.02)
C (-0.86, -0.01, -0.31)
C (0.63, -0.80, 0.74)
C (-0.70, 1.07, -1.17)
N (0.32, 0.61, 0.39)
H (-1.00, -2.24, -0.21)
H (0.60, -0.92, 1.83)
H (1.60, -1.13, 0.35)
H (-0.30, 0.95, -2.17)
H (-0.98, 2.07, -0.87)
H (0.18, 1.31, 1.11)

The value obtained for the HOMO energy is -14.938 eV. As for the charge: +1. As for the HOMO-LUMO gap: 9.030 eV.

=====

(6)
The following is a quantum chemistry calculation of a cluster of 2 separate species, CH6N2O2S in total in a non-equilibrium geometry, from the OMol25 dataset.

CARTESIAN COORDINATES (ANGSTROEM)
C (0.33, 0.09, -0.19)
N (1.04, -0.74, -0.97)
N (0.79, 1.41, -0.29)
O (-2.28, 0.97, 0.43)
O (-1.71, -1.40, 0.44)
S (-1.60, -0.04, -0.39)
H (0.42, -0.34, 1.64)
H (0.90, -1.74, -1.02)
H (1.95, -0.40, -1.38)
H (-1.84, -1.38, 1.48)
H (1.81, 1.57, -0.02)
H (0.20, 1.99, 0.30)

The value obtained for the HOMO energy is -7.950 eV. As for the HOMO-LUMO gap: 8.577 eV.

=====

Calculated total energy per entry: -25917.9195, -31355.7790, -121581.9145, -319089.0008, -5723.3498, -19041.0020 eV
Energy relative to the best compared isomer or geometry (same formula, charge and spin) per entry: 0.000, 0.955, 0.000, 0.000, 3.451, 2.895 eV